A cluster of 6 separate species, C16H30FNO11S in total at a distorted geometry. Source: the Open Molecules 2025 dataset; level of theory: wB97M-V/def2-TZVPD.

Last columns: bonded neighbours and bond lengths (Å).
Positions of all 60 atoms, in Å:
1 N 16.19400 23.23200 29.53400  H2 1.103, H3 0.997, H4 1.080, H5 0.926
2 H 17.00600 23.56500 28.86600  N1 1.103
3 H 15.90000 22.29500 29.36200  N1 0.997
4 H 15.66300 24.07200 29.11100  N1 1.080
5 H 16.54000 23.37000 30.38200  N1 0.926
6 F 15.89300 25.30800 31.30500  no bonds
7 C 14.43400 29.27700 33.73600  C8 1.429, H14 1.083, H15 1.126, H16 1.073
8 C 14.09900 27.91600 34.01500  C7 1.429, C9 1.497, O13 1.438, H17 1.091
9 C 15.14400 26.85500 34.16300  C8 1.497, O10 1.368, H18 1.155, H19 1.139
10 O 15.42500 26.62300 35.48200  C9 1.368, C11 1.385
11 C 14.52700 27.34700 36.24800  O10 1.385, O12 1.180, O13 1.337
12 O 14.59700 27.24000 37.42100  C11 1.180
13 O 13.73200 28.01000 35.40200  C8 1.438, C11 1.337
14 H 13.53500 29.88000 33.75000  C7 1.083
15 H 14.80900 29.45400 32.68900  C7 1.126
16 H 15.32400 29.65600 34.20100  C7 1.073
17 H 13.35100 27.35800 33.44900  C8 1.091
18 H 16.19600 27.22900 33.86600  C9 1.155
19 H 14.96100 25.97500 33.46300  C9 1.139
20 C 15.68100 27.59900 28.22900  C21 1.537, H27 0.938, H28 1.044, H29 1.088
21 C 16.53000 27.97000 29.45500  C20 1.537, C22 1.504, O26 1.464, H30 1.206
22 C 17.92400 27.41400 29.36000  C21 1.504, O23 1.309, H31 1.088, H32 1.125
23 O 18.69400 28.40500 28.98800  C22 1.309, C24 1.343
24 C 18.05800 29.58300 28.88600  O23 1.343, O25 1.211, O26 1.292
25 O 18.64400 30.57600 28.51500  C24 1.211
26 O 16.88000 29.39000 29.38100  C21 1.464, C24 1.292
27 H 14.85800 28.04700 28.26200  C20 0.938
28 H 15.48700 26.57700 28.14500  C20 1.044
29 H 16.14900 27.96200 27.31600  C20 1.088
30 H 16.16600 27.60700 30.54600  C21 1.206
31 H 18.11900 26.41600 28.97300  C22 1.088
32 H 18.06200 27.04500 30.41400  C22 1.125
33 C 21.32600 26.05600 31.02300  C34 1.695, H40 1.167, H41 1.051, H42 1.091
34 C 20.21400 26.50600 32.22000  C33 1.695, C35 1.546, O39 1.450, H43 1.064
35 C 19.07300 25.57800 32.69800  C34 1.546, O36 1.483, H44 1.163, H45 0.889
36 O 19.55300 25.17300 34.04200  C35 1.483, C37 1.409
37 C 20.70100 25.92100 34.37200  O36 1.409, O38 1.170, O39 1.315
38 O 21.27700 25.72700 35.37200  C37 1.170
39 O 21.08700 26.67400 33.36500  C34 1.450, C37 1.315
40 H 22.17800 26.83100 30.83300  C33 1.167
41 H 20.65600 25.99100 30.21600  C33 1.051
42 H 21.79400 25.16600 31.44700  C33 1.091
43 H 19.75200 27.41000 31.90300  C34 1.064
44 H 18.85200 24.63000 32.06100  C35 1.163
45 H 18.31700 26.03700 32.78400  C35 0.889
46 C 9.91400 25.47700 29.99500  C47 1.605, C52 1.576, H53 1.068, H54 1.300
47 C 11.12400 25.07800 30.97100  C46 1.605, C48 1.476, H55 0.950, H56 1.069
48 C 12.09200 26.17600 30.78000  C47 1.476, S49 1.684, H57 1.026, H58 1.005
49 S 12.14500 26.30900 29.10200  C48 1.684, O50 1.463, O51 1.442, C52 1.740
50 O 13.02700 25.26100 28.58900  S49 1.463
51 O 12.32500 27.72800 28.92100  S49 1.442
52 C 10.56700 25.78200 28.59400  C46 1.576, S49 1.740, H59 0.955, H60 0.942
53 H 9.39000 26.24500 30.52000  C46 1.068
54 H 9.18500 24.41000 29.85600  C46 1.300
55 H 11.28600 24.16100 30.78100  C47 0.950
56 H 10.74800 24.94200 31.96200  C47 1.069
57 H 13.06800 25.89800 30.93400  C48 1.026
58 H 11.80300 27.00800 31.26400  C48 1.005
59 H 10.65600 25.01900 28.02700  C52 0.955
60 H 10.15100 26.46500 28.09600  C52 0.942

Calculated values
Net charge: 0
E_tot, eV: -54634.372
Frontier orbital gap, eV: 8.63
HOMO level, eV: -9.89